14
Properties=species:S:1:pos:R:3 method="wB97M-V/def2-TZVPD" orbital_gap_ev=11.86 e_lumo_ev=-4.857 multiplicity=1 e_above_lowest_kcal_mol=50.3 e_homo_ev=-16.714 charge=+1
C 2.000 0.222 -2.332
C 0.333 -0.192 1.360
C -0.636 0.482 0.342
C -0.858 -0.571 -0.749
N 1.029 -0.064 -1.809
O -1.678 -0.518 -1.744
H 2.913 0.535 -2.773
H -0.062 -0.929 2.101
H 0.718 0.687 1.786
H 1.195 -0.668 0.954
H -0.191 1.415 -0.107
H -1.472 0.881 0.924
H -0.621 -1.671 -0.736
H -2.003 0.355 -1.871

---

37
Properties=species:S:1:pos:R:3 method="wB97M-V/def2-TZVPD" smiles="NC(=O)CC[C@H](N)C(=O)N[C@@H](Cc1c[nH]cn1)C(=O)O" orbital_gap_ev=9.48 e_lumo_ev=0.420 multiplicity=1 e_above_lowest_kcal_mol=64.7 e_homo_ev=-9.061 charge=0
C 0.157 1.461 2.011
C -0.843 1.323 0.783
C -0.452 0.661 3.199
C -0.411 -0.942 3.015
C 0.783 -1.689 2.586
C -1.461 0.148 -1.371
C -1.565 -1.372 -1.738
C -0.964 0.989 -2.621
C 0.412 0.752 -3.017
C 0.932 0.068 -4.108
C 2.623 0.795 -2.855
H -0.752 3.058 2.772
H 0.419 3.415 1.657
H 1.167 1.228 1.634
H -1.453 1.040 3.259
H -0.013 0.896 4.107
H -0.995 -0.996 2.156
H -0.690 -1.435 3.963
H 1.385 -3.641 2.600
H 0.020 -3.573 3.601
H 0.307 -0.071 -0.089
H -2.378 0.309 -0.996
H -1.749 0.702 -3.346
H -1.265 2.028 -2.448
H 0.389 -0.345 -4.877
H 3.646 0.839 -2.536
H 2.771 -0.735 -4.015
H -0.874 -3.063 -1.442
N 0.212 2.872 2.474
N 0.681 -3.043 2.985
N -0.601 0.335 -0.141
N 1.544 1.154 -2.242
N 2.309 0.159 -4.087
O -1.863 1.972 0.859
O 1.700 -1.396 1.806
O -2.395 -1.701 -2.538
O -0.730 -2.204 -1.003

---

80
Properties=species:S:1:pos:R:3 method="wB97M-V/def2-TZVPD" smiles="NC(N)=O.NC(N)=O.NC(N)=O.NC(N)=O.CO.CO.CO.CO.CO.CO.CO.CO" orbital_gap_ev=9.19 e_lumo_ev=-0.116 multiplicity=1 e_above_lowest_kcal_mol=131.0 e_homo_ev=-9.309 charge=0
C -8.862 14.520 16.878
O -9.244 13.271 17.232
N -9.728 15.389 16.445
N -7.621 14.836 16.779
H -10.648 15.146 16.690
H -9.483 16.348 16.045
H -7.122 13.957 17.034
H -7.162 15.729 16.490
C -11.069 9.864 15.937
O -11.296 10.330 14.677
N -10.750 10.636 16.915
N -11.203 8.600 16.264
H -10.520 11.624 16.760
H -10.571 10.387 17.895
H -11.596 7.838 15.641
H -10.975 8.296 17.301
C -8.449 14.857 13.188
O -7.447 15.700 13.571
N -9.544 14.648 13.869
N -8.333 14.188 12.087
H -9.552 14.846 14.891
H -10.291 14.017 13.579
H -7.485 14.179 11.462
H -9.103 13.556 11.816
C -6.504 11.350 17.668
O -6.078 12.657 17.722
N -6.693 10.610 18.716
N -6.624 10.746 16.554
H -6.650 11.108 19.569
H -7.145 9.704 18.802
H -6.593 11.251 15.626
H -7.089 9.840 16.513
C -8.408 11.557 14.291
O -7.347 11.680 13.364
H -8.183 12.307 15.077
H -8.494 10.584 14.802
H -9.290 11.948 13.808
H -7.527 12.409 12.796
C -9.848 18.541 15.864
O -9.203 17.591 15.066
H -10.749 18.955 15.508
H -9.175 19.291 15.995
H -10.188 18.043 16.836
H -8.416 17.897 14.582
C -12.247 16.770 13.629
O -11.077 16.999 12.846
H -12.840 15.930 13.252
H -12.813 17.684 13.684
H -12.106 16.500 14.669
H -10.374 16.472 13.174
C -5.325 17.898 16.281
O -6.554 17.341 16.079
H -4.532 17.349 15.853
H -5.159 17.822 17.347
H -5.220 18.904 15.968
H -6.697 17.181 15.163
C -12.767 13.559 17.333
O -12.389 14.474 16.359
H -13.692 13.175 16.966
H -12.934 13.896 18.317
H -12.092 12.767 17.391
H -12.324 14.085 15.463
C -5.056 14.063 14.891
O -4.024 13.232 14.529
H -6.068 13.539 14.744
H -4.960 15.041 14.342
H -5.135 14.413 15.948
H -3.933 12.476 15.149
C -6.281 15.099 19.942
O -5.877 15.969 19.014
H -6.158 14.123 19.574
H -7.338 15.204 20.135
H -5.662 15.226 20.843
H -6.440 15.915 18.259
C -9.480 12.334 20.209
O -9.514 11.499 21.378
H -9.231 11.776 19.340
H -8.732 13.120 20.443
H -10.373 12.840 20.013
H -8.519 11.328 21.476

---

64
Properties=species:S:1:pos:R:3 method="wB97M-V/def2-TZVPD" orbital_gap_ev="6.61 / 6.95" e_lumo_ev="4.084 / 4.085" multiplicity=3 e_above_lowest_kcal_mol=30.4 e_homo_ev="-2.528 / -2.863" s2=2.01 charge=-2
V 0.328 -1.001 0.576
O 1.390 2.645 2.672
C 0.395 2.927 3.442
C 0.398 4.017 4.349
C -0.693 4.288 5.153
C -1.844 3.504 5.112
C -1.879 2.434 4.224
C -0.806 2.151 3.398
C -0.860 1.039 2.384
O 0.395 0.417 2.231
N -1.291 1.606 1.082
N -0.548 1.117 0.027
C -0.660 1.745 -1.070
C 0.155 1.522 -2.277
Br 2.029 1.612 -2.008
C -0.403 1.366 -3.470
C 0.240 1.216 -4.787
C 1.158 2.147 -5.266
C 1.718 1.999 -6.527
C 1.368 0.916 -7.321
C 0.455 -0.018 -6.845
C -0.112 0.131 -5.590
H 1.049 1.246 2.301
H 1.292 4.628 4.399
H -0.647 5.128 5.840
H -2.689 3.720 5.755
H -2.761 1.802 4.166
H -1.575 0.268 2.681
H -1.215 2.616 1.126
H -1.382 2.564 -1.132
H -1.483 1.253 -3.459
H 1.436 2.987 -4.643
H 2.434 2.729 -6.887
H 1.814 0.793 -8.301
H 0.199 -0.882 -7.445
H -0.786 -0.618 -5.194
Cl 3.534 -1.335 -0.354
C 3.268 -1.953 1.252
C 2.016 -1.760 1.826
C 1.884 -2.268 3.112
Cl 0.338 -2.167 3.923
C 2.907 -2.929 3.792
Cl 2.673 -3.556 5.393
C 4.141 -3.096 3.174
Cl 5.430 -3.914 3.992
C 4.323 -2.605 1.886
Cl 5.857 -2.808 1.106
F 0.181 -2.990 0.592
Te -0.181 -2.645 -2.356
F -0.936 -3.662 -3.956
F -1.886 -3.175 -1.371
F -1.435 -1.384 -3.082
F 1.029 -1.874 -3.704
O 0.327 -1.134 -1.245
C -3.834 -1.555 -0.223
O -2.564 -0.984 0.135
C -1.747 -1.536 0.973
C -2.280 -2.700 1.728
H -3.662 -2.516 -0.702
H -4.267 -0.859 -0.936
H -4.474 -1.645 0.655
H -3.162 -2.394 2.303
H -1.518 -3.100 2.383
H -2.579 -3.469 1.010

---

52
Properties=species:S:1:pos:R:3 method="wB97M-V/def2-TZVPD" smiles="CCS[C@H](C)C(=O)N(C)CCOCCN(C)C(=O)c1c(C)csc1Cl" orbital_gap_ev=8.98 e_lumo_ev=0.479 multiplicity=1 e_above_lowest_kcal_mol=3.4 e_homo_ev=-8.505 charge=0
C -1.600 -2.850 0.238
C -0.786 -2.098 -0.804
S 0.927 -2.677 -0.748
C 1.693 -1.504 -1.922
C 1.457 -1.898 -3.370
C 3.186 -1.497 -1.597
O 3.958 -2.174 -2.259
N 3.626 -0.737 -0.558
C 5.048 -0.791 -0.259
C 2.792 0.018 0.360
C 2.671 -0.644 1.731
O 1.891 0.167 2.591
C 0.488 0.046 2.432
C -0.100 1.457 2.501
N -1.321 1.671 1.726
C -2.501 2.100 2.463
C -1.222 1.769 0.379
O -0.222 1.422 -0.234
C -2.386 2.383 -0.342
C -3.437 1.676 -1.010
C -3.535 0.183 -1.039
C -4.319 2.531 -1.594
S -3.906 4.179 -1.365
C -2.525 3.729 -0.459
Cl -1.483 4.909 0.225
H -2.647 -2.546 0.199
H -1.557 -3.926 0.066
H -1.222 -2.654 1.243
H -1.193 -2.266 -1.803
H -0.787 -1.024 -0.609
H 1.250 -0.528 -1.722
H 1.907 -1.162 -4.039
H 1.906 -2.866 -3.575
H 0.388 -1.944 -3.579
H 5.614 -0.849 -1.185
H 5.323 0.112 0.287
H 5.307 -1.664 0.346
H 3.230 1.011 0.497
H 1.801 0.171 -0.054
H 2.245 -1.646 1.629
H 3.650 -0.731 2.204
H 0.245 -0.396 1.463
H 0.082 -0.600 3.218
H -0.309 1.747 3.529
H 0.671 2.125 2.112
H -3.386 2.046 1.835
H -2.649 1.438 3.316
H -2.394 3.125 2.828
H -4.492 -0.137 -1.450
H -2.739 -0.247 -1.648
H -3.438 -0.232 -0.033
H -5.199 2.270 -2.161

---

7
Properties=species:S:1:pos:R:3 method="wB97M-V/def2-TZVPD" orbital_gap_ev=5.95 e_lumo_ev=-1.454 multiplicity=1 e_above_lowest_kcal_mol=85.8 e_homo_ev=-7.409 charge=0
C 0.401 0.254 -0.307
H 2.552 -0.529 -0.014
H -0.213 1.115 -0.579
S 2.081 0.675 -0.382
S -0.260 -1.169 0.092
S -2.827 -0.847 0.969
S -1.733 0.501 0.221

---

6
Properties=species:S:1:pos:R:3 method="wB97M-V/def2-TZVPD" smiles=SC1OO1 orbital_gap_ev=11.02 e_lumo_ev=0.787 multiplicity=1 e_above_lowest_kcal_mol=100.8 e_homo_ev=-10.228 charge=0
C -0.603 0.128 0.191
O -1.316 -1.089 0.360
O -0.912 -0.208 1.465
S 1.008 0.235 -0.489
H -1.160 0.938 -0.286
H 1.484 -0.200 0.622

---

9
Properties=species:S:1:pos:R:3 method="wB97M-V/def2-TZVPD" orbital_gap_ev=9.29 e_lumo_ev=0.630 multiplicity=1 e_above_lowest_kcal_mol=109.0 e_homo_ev=-8.659 charge=0
C 1.429 -0.662 -0.039
N -0.095 0.366 -0.498
C -1.094 0.541 0.458
O -0.876 0.793 1.615
H 1.050 -0.935 0.959
H 1.196 -1.504 -0.710
H 0.879 0.776 -0.371
H -0.379 0.222 -1.459
H -2.111 0.403 0.046

---

63
Properties=species:S:1:pos:R:3 method="wB97M-V/def2-TZVPD" smiles=CC(C)n1n[n+](C(C)C)c(-c2ccccc2)c1C[C@H](c1ccccc1)c1ccc(F)cc1 orbital_gap_ev=8.44 e_lumo_ev=-2.928 multiplicity=1 e_homo_ev=-11.363 charge=+1
C -3.329 -0.381 0.272
C -2.855 -0.705 -1.125
C -3.591 -1.842 -1.807
N -1.453 -1.133 -1.073
N -1.231 -2.432 -1.261
N 0.095 -2.572 -1.247
C 0.621 -3.964 -1.113
C 0.099 -4.768 -2.275
C 0.149 -4.529 0.215
C 0.701 -1.380 -0.993
C 2.163 -1.258 -0.969
C 2.824 -1.050 0.267
C 4.211 -1.002 0.291
C 4.941 -1.139 -0.910
C 4.283 -1.324 -2.140
C 2.892 -1.399 -2.166
C -0.286 -0.446 -0.730
C -0.129 1.067 -0.438
H -4.372 -0.038 0.272
H -3.288 -1.267 0.934
H -2.691 0.393 0.725
H -2.846 0.181 -1.759
H -4.672 -1.652 -1.857
H -3.209 -1.969 -2.830
H -3.443 -2.793 -1.276
H 1.707 -3.873 -1.140
H 0.374 -5.817 -2.133
H -0.991 -4.699 -2.334
H 0.543 -4.435 -3.217
H 0.474 -5.568 0.314
H 0.568 -3.966 1.055
H -0.943 -4.502 0.264
H 2.234 -0.989 1.183
H 4.739 -0.865 1.238
H 6.038 -1.080 -0.891
H 4.859 -1.419 -3.069
H 2.358 -1.565 -3.103
H 0.674 1.352 -1.239
H -1.109 1.535 -0.598
F 0.986 7.556 -0.872
C 0.810 6.328 -0.318
C 1.921 5.518 -0.134
C 1.706 4.216 0.327
C 0.408 3.670 0.482
C 0.215 2.098 0.745
C -0.537 1.777 2.035
C -0.005 0.709 2.782
C -0.827 -0.003 3.646
C -2.139 0.422 3.847
C -2.613 1.588 3.258
C -1.766 2.338 2.407
C -0.655 4.544 0.320
C -0.478 5.895 -0.067
H 2.926 5.899 -0.310
H 2.590 3.611 0.588
H 1.268 1.747 0.888
H 1.074 0.493 2.726
H -0.450 -0.912 4.092
H -2.837 -0.239 4.342
H -3.642 1.919 3.381
H -2.055 3.360 2.145
H -1.670 4.197 0.513
H -1.337 6.561 -0.164

---

14
Properties=species:S:1:pos:R:3 method="wB97M-V/def2-TZVPD" orbital_gap_ev=9.70 e_lumo_ev=0.607 multiplicity=1 e_above_lowest_kcal_mol=41.5 e_homo_ev=-9.094 charge=0
C 1.531 -1.045 -0.339
C 1.040 -0.095 0.708
C -0.643 1.434 -0.086
H 0.733 -1.320 -1.011
H 1.926 -1.885 0.251
H 2.337 -0.502 -0.897
H 0.258 -0.437 1.396
H 1.864 0.180 1.358
H -0.916 2.419 -0.492
H -2.667 1.334 -0.190
H -2.113 -1.184 -1.101
N 0.607 1.191 0.070
N -1.847 0.781 0.118
S -2.111 -0.872 0.215

---

11
Properties=species:S:1:pos:R:3 method="wB97M-V/def2-TZVPD" smiles="[H]/N=C(/CCl)NO" orbital_gap_ev=10.19 e_lumo_ev=0.756 multiplicity=1 e_above_lowest_kcal_mol=38.9 e_homo_ev=-9.434 charge=0
C 0.421 -0.468 -0.128
C -0.963 -0.526 0.508
H -0.313 1.974 0.612
H 1.665 1.066 -0.917
H 1.871 -1.539 -0.829
H -1.028 0.039 1.428
H -1.150 -1.566 0.784
N 0.957 0.861 -0.193
N 0.912 -1.584 -0.484
O -0.029 1.782 -0.292
Cl -2.344 -0.038 -0.489

---

13
Properties=species:S:1:pos:R:3 method="wB97M-V/def2-TZVPD" orbital_gap_ev=9.72 e_lumo_ev=0.548 multiplicity=1 e_above_lowest_kcal_mol=64.8 e_homo_ev=-9.171 charge=0
C -0.564 -0.974 -0.303
C -1.508 0.041 0.200
C 1.314 0.506 -0.212
N 1.505 1.046 1.014
O 0.704 -0.929 -0.016
O -0.874 0.929 -0.645
O -0.948 -1.930 -1.116
O 1.839 0.706 -1.249
H -0.172 -2.270 -1.599
H 1.865 1.989 0.985
H 0.800 0.866 1.712
H -1.421 0.237 1.287
H -2.541 -0.217 -0.059

---

The highest multiplicity belongs to which entry?
C25H20BrCl5F5N2O4TeV